94
Properties=species:S:1:pos:R:3 method="wB97M-V/def2-TZVPD" energy_ha=-3042.45428 charge=-1 gap_ev=6.957 homo_ev=-4.77
C 6.35 -3.66 0.04
C -3.53 -0.96 0.93
C -1.45 -0.75 5.61
C -0.18 3.85 0.41
P -0.88 -1.01 3.85
H 4.16 1.78 -2.19
H 0.47 1.41 -8.01
H -1.78 3.29 1.72
H -0.40 0.93 2.43
H 2.90 2.91 -1.78
N -3.24 -0.28 -2.69
C 5.61 -2.97 0.99
H 7.41 -3.83 0.20
H 1.62 1.36 3.53
H -1.90 -1.89 -2.97
C 2.19 1.28 -2.93
H -1.34 -1.70 6.15
H 6.31 -4.65 -1.87
C -2.18 -2.86 0.48
C -3.82 0.78 -3.50
H 3.91 -2.03 2.81
H -3.61 4.10 -0.02
H -4.09 -0.13 0.50
H -4.92 -0.35 -1.49
H -0.46 2.36 6.32
C 2.54 1.34 -5.35
H 3.89 -4.23 -2.22
H -4.24 -1.59 1.49
H 2.90 1.33 -7.47
H -1.52 -2.54 1.28
C 3.27 2.28 -2.58
N 2.59 0.37 -0.93
C 3.64 -3.21 -0.35
H -3.30 -2.93 -1.72
N 1.38 0.04 5.14
H 1.47 -0.97 3.31
C -2.42 -1.13 -3.56
C -1.65 3.96 0.87
H 2.43 -2.37 1.89
H -3.12 1.77 0.55
C 5.73 -4.12 -1.12
N 1.80 0.39 -2.09
H -1.97 1.80 5.57
H -1.95 1.12 3.26
H -3.04 -1.63 -4.31
H -2.80 -0.57 1.63
C 0.80 1.39 -6.97
H 3.60 1.32 -5.10
O 0.57 4.79 0.67
N -2.85 -1.71 -0.11
C -2.66 3.61 -0.22
C -0.90 1.59 5.68
C -0.14 1.41 -5.96
C 0.23 1.38 -4.59
H -1.81 4.98 1.22
N -2.84 2.14 -0.35
H 1.18 -2.01 4.71
S 3.34 -0.20 1.44
H -3.58 1.93 -1.00
C -0.91 0.80 3.39
H -2.91 -3.58 0.90
H 6.09 -2.61 1.89
C 1.62 1.34 -4.30
H 3.52 2.90 -3.44
H -4.67 -2.63 -0.67
C 4.38 -3.89 -1.31
H -4.94 -1.52 -2.81
H -4.47 1.42 -2.89
C -3.79 -2.16 -1.13
C 0.69 0.01 6.42
S 0.66 -1.13 0.34
Sr -0.64 0.87 -1.37
H 2.58 -3.01 -0.51
O 0.11 2.78 -0.23
N -0.74 0.30 6.34
H -1.68 -0.51 -4.06
H -2.30 3.98 -1.19
H 0.83 -0.98 6.87
H 1.15 0.75 7.07
C 4.25 -2.74 0.81
C 0.94 -1.04 4.25
H -1.59 -3.37 -0.28
N -0.27 1.68 4.37
C -4.29 -1.05 -2.05
C 2.16 1.35 -6.68
C 1.15 1.35 4.51
H -3.03 1.39 -3.93
C 2.15 -0.28 0.08
O -0.69 1.41 -3.67
H -4.45 0.38 -4.32
C 3.45 -1.98 1.82
H -1.20 1.46 -6.18
H 1.61 2.11 5.14
H -2.52 -0.52 5.60

92
Properties=species:S:1:pos:R:3 method="wB97M-V/def2-TZVPD" energy_ha=-5960.56096 charge=-2 gap_ev=6.365 homo_ev=-2.15
H 3.01 -1.86 5.01
C -1.97 -0.23 4.08
H 2.74 -1.46 -0.05
H -3.89 2.14 -3.39
H -2.54 4.13 -2.64
S -3.61 -1.67 -1.69
H -0.34 2.39 1.81
C 2.67 3.26 -2.13
H 2.58 1.66 -3.53
C -0.51 1.63 3.80
H 3.40 -1.99 -2.49
H 1.03 -3.24 3.11
H 2.61 -0.92 -5.71
H 4.10 -0.97 3.01
H 4.48 -2.53 1.49
H 2.35 -3.49 5.20
H -0.36 2.44 -2.94
C -2.60 3.83 -1.60
H 3.24 1.54 1.46
H 3.41 0.12 -4.53
C -4.35 -1.45 2.80
N -2.15 1.54 -2.33
H -2.46 -0.96 4.72
H -4.29 -1.94 3.79
H 0.19 2.36 4.21
S -0.41 -3.10 -1.09
S -2.51 -4.51 -4.07
C -2.94 4.78 -0.66
N -3.06 -1.29 2.15
C -2.35 2.50 -1.27
C 2.24 3.77 -0.92
H -3.36 0.46 -3.67
H 3.32 -3.82 1.82
H -1.06 -1.51 -3.83
H 1.95 0.68 -5.37
C 1.35 1.21 -1.82
H -0.96 0.73 5.71
H -3.11 5.81 -0.95
C 2.44 -0.19 -4.92
H 3.45 -3.14 3.87
H 4.19 0.21 0.81
C 2.25 2.01 -2.57
N -2.00 0.84 0.51
H 3.18 0.37 3.70
H -1.72 2.74 -4.04
Si 1.36 -0.99 -3.55
As 1.67 -1.00 2.16
C 2.45 -2.14 0.76
C -2.23 -0.27 2.71
C 1.39 2.99 -0.14
H 2.02 -3.07 -2.31
C -2.34 -2.56 2.12
H -1.39 -2.43 1.61
H 4.87 1.23 2.08
H -0.36 -0.99 -5.36
C -0.18 -1.59 -4.46
C -1.67 0.71 1.86
H -0.11 -2.64 -4.76
H -2.99 2.75 2.03
C 3.38 -0.18 2.78
H -4.82 -0.48 2.91
C 0.97 1.75 -0.56
H 2.55 4.75 -0.58
C 2.63 -2.73 4.46
H -2.13 -2.94 3.13
H 0.31 1.16 0.06
H -4.97 -2.08 2.15
C -1.24 2.00 -3.38
Tl -1.29 -0.66 -1.19
H 1.63 -2.73 0.37
C 2.52 -2.39 -2.99
H -2.93 -3.30 1.58
H 3.33 3.84 -2.76
H 1.06 3.37 0.82
C -3.46 1.24 -2.92
C 3.61 -3.07 1.10
C -0.79 1.63 2.45
C -2.84 3.06 1.01
H 2.85 -2.98 -3.86
C -3.11 4.36 0.65
C -2.35 2.09 0.09
H 0.63 -1.98 4.25
Sb -2.59 -3.86 -1.89
H -0.93 1.15 -3.98
C 1.43 -2.36 3.60
C 3.95 0.76 1.72
H 3.93 -3.59 0.19
N 0.82 0.04 -2.27
S -3.51 -5.37 -0.45
H -3.46 5.06 1.41
H -4.15 0.89 -2.16
C -1.13 0.71 4.64

86
Properties=species:S:1:pos:R:3 method="wB97M-V/def2-TZVPD" energy_ha=-2676.00262 charge=+1 gap_ev=7.958 homo_ev=-10.63
C -1.60 3.47 -0.04
H 3.66 1.70 -0.11
H -3.44 -1.71 -1.60
H -1.53 -3.31 1.49
C 2.18 -1.53 -2.63
Tl 0.00 0.00 0.00
P -2.07 -1.11 0.42
H -4.40 -0.89 1.31
H 3.53 1.36 -1.82
H -0.76 -0.97 -3.07
H 0.62 -3.41 2.00
H -1.57 3.89 -1.03
H 1.39 -4.09 -0.93
H -2.78 1.63 -4.96
H 1.14 4.47 -0.04
H -3.11 -2.75 1.99
H -0.55 -1.43 -5.29
H 1.44 -2.03 -3.25
C -0.59 -0.09 4.81
C 0.28 2.50 -4.02
H -1.02 2.84 -5.70
H -1.08 2.88 2.57
C -0.94 0.32 3.42
H -4.02 0.44 0.22
H -3.81 -2.79 -0.27
C -1.11 -0.16 -3.66
O -1.97 1.12 3.35
P -0.12 2.31 0.29
H 4.38 0.27 -0.78
H -0.18 -3.86 -0.17
C -0.12 3.06 2.07
H 0.69 -1.97 3.01
H -1.63 -0.16 -5.74
O -0.27 -0.06 2.31
C -3.62 -0.19 1.01
H -1.96 1.18 -2.20
C -0.76 -0.38 -5.12
H 0.05 -3.40 -1.84
C 2.25 0.05 -0.48
H 2.72 -0.78 -3.20
H 2.08 3.37 0.97
H -2.97 2.65 -3.59
C -1.75 0.93 -3.21
H 0.03 -2.77 6.85
H -2.54 2.93 0.09
C -2.99 -2.27 -0.78
C 0.00 -0.72 7.51
H -2.32 -3.02 -1.19
H 0.76 3.29 -3.49
C 1.17 -2.49 2.19
H 2.18 0.09 3.06
H -1.64 4.34 0.62
C 1.31 -1.61 0.93
H 2.93 -2.29 -2.41
C -1.07 2.92 -4.62
H 0.10 1.15 -6.35
C -0.10 -1.74 6.56
H 2.06 3.14 -0.73
H -1.69 -2.06 2.73
C -0.52 0.91 5.79
C 2.03 -0.31 0.91
C 0.53 -3.42 -0.87
C -0.22 0.60 7.13
Cl 0.36 -1.12 9.18
H -3.38 0.44 1.87
C 0.93 1.42 -4.39
H -0.16 1.39 7.86
H -0.51 -2.28 4.58
C -2.09 -2.42 1.79
H 1.22 -0.04 -6.00
H 0.67 2.63 2.68
C 1.61 -1.01 -1.29
C -2.23 2.05 -4.12
H 0.02 4.14 2.08
C 1.43 3.42 0.10
H 3.73 0.01 2.23
C 3.50 0.90 -0.84
H 2.16 -2.78 2.54
C 0.42 0.52 -5.53
H 2.71 1.43 2.05
H 1.96 1.33 -4.13
H -0.68 1.95 5.53
C 2.70 0.35 2.13
H -1.25 3.98 -4.47
C 0.98 -2.02 -0.43
C -0.39 -1.43 5.23